The following is a quantum chemistry calculation of a structure of composition C21H50F2N7O10S2V at a distorted geometry, from the Open Molecules 2025 dataset.

Summary:
Total charge ... +1
Lowest unoccupied orbital energy (alpha / beta) ... -4.012 / -3.603 eV
⟨S²⟩ ... 0.80
HOMO-LUMO gap (alpha / beta) ... 5.515 / 5.925 eV
Multiplicity ... 2
Highest occupied orbital energy (alpha / beta) ... -9.53 / -9.53 eV

Atoms and positions in Å:
O  3.3214  -0.1801  1.7244
V  2.4609  1.1552  1.8197
N  1.0220  0.7133  0.4334
S  -0.4990  0.3773  0.5165
O  -0.9589  -0.8706  1.0405
O  -1.3700  1.1026  -0.3863
F  -0.6686  1.3330  1.8199
S  1.1737  0.4894  -1.3100
O  1.1105  1.7220  -2.0381
O  0.7307  -0.7642  -1.8179
F  2.7500  0.2744  -1.1712
C  -3.9866  -1.4369  -0.4969
C  -4.3885  0.0159  -0.5892
N  -4.4512  0.5913  -1.9304
C  -3.3351  0.3189  -2.8862
C  -3.5829  0.8265  -4.2979
C  -4.7813  2.0018  -1.9192
C  -6.0497  2.3048  -1.0919
H  -4.6166  -1.9849  -1.2041
H  -4.1932  -1.9075  0.4635
H  -2.9187  -1.4842  -0.7177
H  -5.3681  0.0617  -0.1025
H  -3.7406  0.6807  0.0034
H  -2.3563  0.5732  -2.4685
H  -3.3781  -0.7722  -2.9660
H  -2.8695  0.3834  -4.9895
H  -4.5467  0.3668  -4.5383
H  -3.6312  1.9085  -4.3715
H  -5.0600  2.4109  -2.8929
H  -4.0057  2.7004  -1.5619
H  -6.4153  3.2851  -1.3996
H  -5.7397  2.3901  -0.0491
H  -6.8088  1.5516  -1.2873
C  -0.8938  -6.3128  0.1616
O  -0.2679  -6.5046  1.1880
N  -1.0431  -5.1199  -0.4464
C  -0.3741  -3.9540  0.1167
C  -2.2051  -4.8665  -1.2690
H  -1.4128  -7.1055  -0.4066
H  -1.1135  -3.6507  0.8759
H  -0.3026  -3.0731  -0.5178
H  0.5634  -4.2062  0.5962
H  -2.5104  -5.6785  -1.9288
H  -3.1146  -4.6002  -0.7179
H  -1.9587  -4.0062  -1.8942
C  3.5746  3.2995  -0.3577
O  3.7029  2.4013  0.4902
N  4.2260  3.3170  -1.5074
C  3.8015  4.2058  -2.5738
C  5.2862  2.3611  -1.8137
H  2.9305  4.1673  -0.1899
H  4.6776  4.6498  -3.0572
H  3.2883  5.0707  -2.1562
H  3.2662  3.6708  -3.3558
H  6.1570  2.9640  -2.0715
H  5.3873  1.7121  -0.9478
H  5.1157  1.7032  -2.6679
C  0.8134  3.8059  2.8365
O  1.7063  2.9652  2.6825
N  -0.0039  4.3383  1.9345
C  -0.8526  5.4493  2.2788
C  0.0211  3.8823  0.5494
H  0.6943  4.2800  3.8194
H  -0.5759  6.3175  1.6725
H  -0.8121  5.6955  3.3358
H  -1.9081  5.3263  2.0236
H  0.7860  3.1631  0.2852
H  -0.9340  3.4484  0.2536
H  0.1993  4.7839  -0.0454
C  0.9285  0.3308  4.8030
O  1.4532  0.3629  3.6775
N  0.2867  -0.7171  5.2497
C  0.2445  -1.9930  4.5130
C  -0.1478  -0.7664  6.6353
H  0.8364  1.2440  5.4007
H  -0.4355  -2.6687  5.0181
H  1.2668  -2.3679  4.4834
H  -0.1205  -1.8515  3.4969
H  0.5935  -1.1709  7.3263
H  -0.3867  0.2365  6.9962
H  -1.0688  -1.3301  6.7682
C  2.7956  -3.0027  -0.9774
O  2.8003  -2.3966  0.0707
N  3.8400  -3.5052  -1.6712
C  3.6527  -4.3782  -2.8079
C  5.2053  -3.2981  -1.2485
H  1.8705  -3.3738  -1.4531
H  4.3014  -4.0333  -3.6158
H  2.6250  -4.3382  -3.1649
H  3.9065  -5.4163  -2.5840
H  5.6997  -4.2373  -1.0055
H  5.7928  -2.7672  -2.0066
H  5.2962  -2.6000  -0.4166

Atomic partial charges in e from the Löwdin method, atoms 1 to 2: -0.207, 1.078

***

The following is a quantum chemistry calculation of a structure of composition C17H29BrNNdO2P2 at a distorted geometry, from the Open Molecules 2025 dataset.

Summary:
Lowest unoccupied orbital energy (alpha / beta) ... -0.700 / -0.440 eV
⟨S²⟩ ... 3.76
HOMO-LUMO gap (alpha / beta) ... 4.641 / 4.922 eV
Multiplicity ... 4
Highest occupied orbital energy (alpha / beta) ... -5.34 / -5.36 eV

Atoms and positions in Å:
C  3.0982  2.8283  -0.5373
C  2.0778  2.0828  0.0841
N  1.8895  0.7604  -0.3401
C  2.6681  0.2138  -1.3088
C  3.6963  0.9311  -1.8962
C  3.8967  2.2525  -1.4963
C  1.3131  2.6830  1.1357
P  0.1332  1.9042  2.2314
Nd  0.3255  -0.5951  0.8554
P  0.6210  -1.7219  -1.8355
C  2.4087  -1.2445  -1.6985
C  -2.2528  -1.5049  0.4252
C  -2.5083  -1.5639  1.9140
C  -3.6812  -2.1722  2.3368
C  -4.7231  -2.4409  1.4145
C  -4.6847  -1.9262  0.0817
C  -3.5645  -1.2366  -0.3052
O  -0.0425  6.9161  -1.5473
O  -2.0856  3.3834  -2.3687
H  3.2298  3.8640  -0.2300
H  4.3012  0.4291  -2.6495
H  4.6777  2.8249  -1.9770
C  1.0027  1.6973  3.8574
C  -1.1884  3.1502  2.5446
H  2.8790  -1.4868  -2.6650
H  2.8703  -1.9131  -0.9483
H  -0.7297  6.7765  -0.8820
H  1.4945  3.7539  1.2925
C  0.7680  -3.5286  -2.0725
C  0.2495  -1.1533  -3.5303
H  -1.6968  -1.2985  2.6250
H  -3.7889  -2.5865  3.3577
H  -5.5875  -3.0235  1.7349
H  -5.6050  -1.9835  -0.5406
H  -3.5590  -0.4701  -1.0898
H  -1.5260  -0.7769  0.0572
H  -2.5249  3.5597  -1.5130
H  -2.5204  2.5405  -2.6381
H  -0.1696  6.1089  -2.1071
H  -1.7614  -2.4315  0.0893
H  1.1981  2.6783  4.3112
H  0.3749  1.0903  4.5274
H  1.9512  1.1708  3.6794
H  -0.8696  3.9016  3.2909
H  -1.4400  3.6488  1.5905
H  -2.0753  2.6038  2.9180
H  0.7997  -1.7345  -4.2861
H  -0.8302  -1.2713  -3.7012
H  0.5000  -0.0893  -3.6376
H  1.2784  -3.7700  -3.0154
H  1.3168  -3.9680  -1.2300
H  -0.2419  -3.9599  -2.0893
Br  1.7321  -2.5069  2.0587

Atomic partial charges in e from the Löwdin method, atoms 1 to 2: -0.050, -0.367

***

The following is a quantum chemistry calculation of a cluster of 2 separate species, C6H14N2O2 in total at a distorted geometry, from the Open Molecules 2025 dataset.

Summary:
Lowest unoccupied orbital energy ... 0.660 eV
HOMO-LUMO gap ... 10.078 eV
Highest occupied orbital energy ... -9.42 eV

Atoms and positions in Å:
C  -0.3133  -1.6147  -2.2478
N  -1.0182  -0.9031  -1.1916
C  -1.7745  0.1701  -1.5283
C  -2.4685  0.9522  -0.4544
O  -1.7559  0.5941  -2.6759
H  -0.9952  -2.0348  -2.9881
H  0.3547  -0.9194  -2.7482
H  0.1744  -2.4873  -1.8124
H  -0.7683  -1.1609  -0.2495
H  -1.7003  1.5216  0.0611
H  -3.2272  1.6059  -0.8678
H  -2.9876  0.3144  0.2588
C  0.2041  1.4218  2.5188
N  1.3631  1.0682  1.7488
C  1.6137  -0.2093  1.3338
C  2.7706  -0.3612  0.3925
O  0.9251  -1.1263  1.7568
H  0.0265  0.6739  3.2927
H  0.3594  2.4332  2.8814
H  -0.7112  1.3950  1.9321
H  2.1075  1.7484  1.7242
H  2.8195  -1.3464  -0.0596
H  2.7982  0.4722  -0.3036
H  3.6970  -0.2516  0.9735

Atomic partial charges in e from the Löwdin method, atoms 1 to 2: -0.079, 0.010

***

The following is a quantum chemistry calculation of a structure of composition C21H31FO3PRh at a distorted geometry, from the Open Molecules 2025 dataset.

Summary:
Total charge ... +2
Lowest unoccupied orbital energy (alpha / beta) ... -5.742 / -9.211 eV
⟨S²⟩ ... 6.03
HOMO-LUMO gap (alpha / beta) ... 8.816 / 6.671 eV
Multiplicity ... 5
Highest occupied orbital energy (alpha / beta) ... -14.56 / -15.88 eV

Atoms and positions in Å:
Rh  0.8358  0.0791  0.0486
C  -0.3212  -1.0017  3.3338
C  -0.0024  0.1812  2.4699
C  1.3303  0.5808  2.2331
C  1.6189  1.7788  1.5268
C  3.0495  2.2131  1.3687
C  0.5506  2.5808  1.0951
C  -0.7754  2.1586  1.2263
C  -1.9120  2.9814  0.7161
C  -1.0248  0.9325  1.8756
H  0.5436  -1.2992  3.9238
H  -0.6482  -1.8544  2.7350
H  -1.1365  -0.7568  4.0137
H  2.1457  0.0501  2.7099
H  3.6494  1.4274  0.9077
H  3.4883  2.4140  2.3475
H  3.1309  3.1184  0.7708
H  0.7579  3.5403  0.6355
H  -2.3758  2.4979  -0.1473
H  -1.5851  3.9750  0.4188
H  -2.6886  3.0777  1.4751
H  -2.0528  0.6106  2.0000
C  2.7598  -4.3012  1.5280
C  1.2548  -4.3445  1.6621
O  0.5600  -3.7822  0.5182
P  0.5698  -2.3126  -0.0727
O  1.9135  -2.0867  -0.9091
C  2.3449  -2.9147  -2.0403
C  3.8528  -2.9507  -2.0799
O  -0.5399  -2.4641  -1.1940
C  -1.8566  -3.0597  -0.9739
C  -1.9452  -4.4007  -1.6646
H  3.2016  -4.8210  2.3771
H  3.1330  -3.2755  1.5180
H  3.0824  -4.8109  0.6203
H  0.9224  -3.8373  2.5692
H  0.8994  -5.3718  1.7025
H  1.9376  -2.4617  -2.9435
H  1.9126  -3.9085  -1.9223
H  4.2659  -1.9425  -2.1171
H  4.1699  -3.4870  -2.9741
H  4.2642  -3.4581  -1.2093
H  -2.5761  -2.3556  -1.3887
H  -2.0394  -3.1610  0.0975
H  -1.7578  -4.3009  -2.7332
H  -2.9480  -4.8056  -1.5300
H  -1.2264  -5.1008  -1.2416
F  2.5441  0.9981  -5.4379
C  1.9353  1.0313  -4.2836
C  2.3740  1.9470  -3.3230
C  1.7209  1.9914  -2.1146
C  0.7255  1.0295  -1.8345
C  0.1961  0.2267  -2.8682
C  0.8379  0.1850  -4.0817
H  3.1924  2.6167  -3.5528
H  2.0286  2.7217  -1.3780
H  -0.6755  -0.3934  -2.7115
H  0.5030  -0.4592  -4.8845

Atomic partial charges in e from the Löwdin method, atoms 1 to 2: 0.973, -0.019